# 1
C4H7OSn | ωB97M-V with the def2-TZVPD basis set

Spin multiplicity ... 1
ΔE to the lowest compared entry with this formula, charge and spin ... 4.8457 eV
Total charge ... +1
Kohn-Sham gap (alpha / beta) ... 4.9 / 4.9 eV

Geometry (Å):
H -0.15 -1.15 -1.61
C -0.45 0.79 -0.57
C -0.71 -0.71 -0.78
C 0.08 -0.50 0.47
O -0.41 -0.65 1.68
Sn -1.90 -0.65 2.56
H -0.19 1.29 -1.51
H -1.27 1.31 -0.06
H -1.74 -1.04 -0.62
H 1.62 -0.78 0.55
C 1.51 0.46 0.02
H 1.93 0.47 -1.00
H 1.68 1.15 0.86

Here are the Löwdin charges for atoms 1 to 8, given in e: 0.13 -0.06 -0.10 -0.51 -0.52 1.32 0.12 0.10

---

# 2
C3H9NS | ωB97M-V with the def2-TZVPD basis set

SMILES ... C=N.CCS
Spin multiplicity ... 1
ΔE to the lowest compared entry with this formula, charge and spin ... 2.6389 eV
Kohn-Sham gap ... 9.9 eV

Geometry (Å):
C 3.10 -0.69 3.19
N 3.73 -1.89 3.13
H 3.15 -0.32 4.22
H 2.30 -0.45 2.48
H 4.44 -1.99 3.92
C -1.21 1.07 -2.61
C -2.12 0.90 -1.34
S -2.30 -0.99 -0.88
H -0.21 0.75 -2.18
H -1.59 0.43 -3.36
H -1.05 2.11 -2.84
H -1.92 1.35 -0.34
H -3.14 1.40 -1.67
H -3.17 -1.67 -1.72

Here are the Löwdin charges for atoms 1 to 8, given in e: -0.10 -0.03 0.04 0.05 0.04 -0.19 -0.53 0.57